Record 1
This record from the Open Molecules 2025 dataset describes 2 unconnected molecules or ions with the total composition C4H8O2 at a distorted geometry. The level of theory is the ωB97M-V functional and the def2-TZVPD basis.

* ⟨S²⟩: 0.76
* multiplicity: 2
* lowest unoccupied orbital energy (alpha / beta): -6.351 / -8.934 eV
* calculated total energy: -307.25332 hartree
* energy relative to the best compared isomer or geometry (same formula, charge and spin): 56.2 kcal per mole
* charge: +1
* gap between HOMO and LUMO (alpha / beta): 4.88 / 2.30 eV

CARTESIAN COORDINATES (ANGSTROEM)
1 O 0.217 4.217 -0.487
2 O -0.516 -4.117 0.441
3 C -0.273 -6.359 -0.308
4 C -1.125 -5.117 0.136
5 C 0.920 6.179 0.846
6 C 0.816 5.463 -0.347
7 H 0.071 6.406 1.508
8 H -0.831 -7.288 -0.238
9 H -2.093 -5.094 -0.340
10 H 1.786 6.879 0.815
11 H 0.554 -6.505 0.364
12 H 1.165 5.907 -1.298
13 H 0.170 -6.181 -1.279
14 H -0.116 4.366 -1.399


Record 2
This record from the Open Molecules 2025 dataset describes 2 unconnected molecules or ions with the total composition C4H8O2S at a distorted geometry. The level of theory is the ωB97M-V functional and the def2-TZVPD basis.

* multiplicity: 1
* lowest unoccupied orbital energy: 0.482 eV
* calculated total energy: -705.65432 hartree
* energy relative to the best compared isomer or geometry (same formula, charge and spin): 151.4 kcal per mole
* charge: 0
* gap between HOMO and LUMO: 8.80 eV

CARTESIAN COORDINATES (ANGSTROEM)
1 S 0.306 0.148 0.230
2 O -3.477 0.914 0.917
3 O 0.674 0.347 1.599
4 C 1.692 0.482 -0.975
5 C -0.882 1.303 -0.357
6 C -2.301 1.070 1.133
7 C 0.319 -1.847 0.024
8 H 1.593 -0.184 -1.786
9 H 0.293 -2.317 -0.899
10 H -0.499 -2.068 0.649
11 H 1.209 -1.956 0.528
12 H -1.282 0.895 -1.310
13 H 2.779 0.290 -0.593
14 H -1.928 1.420 2.076
15 H 1.504 1.505 -1.237


Record 3
This record from the Open Molecules 2025 dataset describes C4H8O2S in the gas phase at a distorted geometry. The level of theory is the ωB97M-V functional and the def2-TZVPD basis.

* multiplicity: 1
* lowest unoccupied orbital energy: 0.715 eV
* SMILES string: OC[C@@H]1[C@@H](O)[C@@H]1S
* calculated total energy: -705.81583 hartree
* energy relative to the best compared isomer or geometry (same formula, charge and spin): 50.1 kcal per mole
* charge: 0
* gap between HOMO and LUMO: 9.09 eV

CARTESIAN COORDINATES (ANGSTROEM)
1 S 1.149 -0.669 1.540
2 O -1.172 -1.692 -0.626
3 O 0.751 1.833 -1.557
4 C 0.427 0.670 0.605
5 C -1.841 -0.500 -0.169
6 C 0.428 0.655 -0.923
7 C -0.895 0.662 -0.204
8 H -1.343 -1.770 -1.571
9 H 0.780 -1.674 0.726
10 H -1.404 1.666 -0.184
11 H 0.572 1.707 1.000
12 H -2.766 -0.243 -0.690
13 H 1.723 1.876 -1.720
14 H 0.821 -0.215 -1.479
15 H -2.114 -0.699 0.885


Record 4
This record from the Open Molecules 2025 dataset describes C4H8O2S2 in the gas phase at a distorted geometry. The level of theory is the ωB97M-V functional and the def2-TZVPD basis.

* multiplicity: 1
* lowest unoccupied orbital energy: 0.317 eV
* SMILES string: O=S1(=O)CCCCS1
* calculated total energy: -1104.03685 hartree
* energy relative to the best compared isomer or geometry (same formula, charge and spin): 32.7 kcal per mole
* charge: 0
* gap between HOMO and LUMO: 10.06 eV

CARTESIAN COORDINATES (ANGSTROEM)
1 S 0.146 -0.874 1.668
2 S -0.201 1.193 1.745
3 O -0.798 -1.646 2.530
4 O 1.550 -1.166 1.915
5 C 0.664 -0.343 -0.959
6 C 0.206 1.097 -0.965
7 C -0.840 1.431 0.080
8 C -0.111 -1.294 -0.050
9 H 1.712 -0.420 -0.734
10 H -1.733 0.814 -0.079
11 H -0.146 1.357 -1.951
12 H 0.578 -0.726 -1.982
13 H 1.074 1.712 -0.739
14 H -1.121 2.464 -0.012
15 H 0.195 -2.348 -0.194
16 H -1.174 -1.250 -0.274


Record 5
This record from the Open Molecules 2025 dataset describes C4H8O2S2 in the gas phase at a distorted geometry. The level of theory is the ωB97M-V functional and the def2-TZVPD basis.

* multiplicity: 1
* lowest unoccupied orbital energy: 0.537 eV
* SMILES string: O[C@@H]1[C@H](O)CS[C@H]1S
* calculated total energy: -1104.01725 hartree
* energy relative to the best compared isomer or geometry (same formula, charge and spin): 45.0 kcal per mole
* charge: 0
* gap between HOMO and LUMO: 9.41 eV

CARTESIAN COORDINATES (ANGSTROEM)
1 S 2.863 -0.397 -0.051
2 S 0.726 1.732 -0.654
3 O -1.939 0.069 -0.742
4 O -0.232 -2.037 -0.615
5 C -0.429 1.341 0.744
6 C -1.023 0.047 0.389
7 C 1.241 -0.092 -0.717
8 C 0.140 -0.869 0.049
9 H -1.116 2.229 0.846
10 H -1.729 -0.463 1.084
11 H -1.930 0.980 -1.146
12 H -1.198 -1.883 -0.923
13 H 0.316 1.091 1.443
14 H 2.641 0.146 1.113
15 H 0.547 -1.343 0.987
16 H 1.122 -0.551 -1.807


Record 6
This record from the Open Molecules 2025 dataset describes a molecular structure, C4H8O2Si at a distorted geometry. The level of theory is the ωB97M-V functional and the def2-TZVPD basis.

* multiplicity: 1
* lowest unoccupied orbital energy: 0.262 eV
* calculated total energy: -597.06634 hartree
* energy relative to the best compared isomer or geometry (same formula, charge and spin): 75.1 kcal per mole
* charge: 0
* gap between HOMO and LUMO: 8.98 eV

CARTESIAN COORDINATES (ANGSTROEM)
1 Si -0.734 -0.002 -0.799
2 O 0.245 -1.264 -0.732
3 O 0.357 1.854 -0.080
4 C -2.291 0.100 0.088
5 C 1.737 1.780 -0.180
6 C -3.164 0.336 0.955
7 C 0.522 -2.054 0.409
8 H 0.334 -3.120 0.097
9 H 1.618 -2.120 0.442
10 H -0.851 -0.004 -2.180
11 H -0.109 -1.671 1.292
12 H -3.977 0.705 1.539
13 H 1.980 2.084 -1.183
14 H 2.287 2.582 0.373
15 H 2.044 0.794 -0.042


Record 7
This record from the Open Molecules 2025 dataset describes C4H8O2Si2 in the gas phase at a distorted geometry. The level of theory is the ωB97M-V functional and the def2-TZVPD basis.

* multiplicity: 1
* lowest unoccupied orbital energy: 0.008 eV
* SMILES string: O[Si@H]1C=CC=C[Si@@H]1O
* calculated total energy: -886.67263 hartree
* energy relative to the best compared isomer or geometry (same formula, charge and spin): 9.5 kcal per mole
* charge: 0
* gap between HOMO and LUMO: 8.83 eV

CARTESIAN COORDINATES (ANGSTROEM)
1 Si -1.524 -0.084 0.048
2 Si 0.076 1.057 -1.001
3 O -2.494 -1.036 -0.845
4 O -0.119 2.669 -0.831
5 C 1.811 -0.459 0.655
6 C 1.748 0.690 -0.061
7 C -0.518 -1.479 0.852
8 C 0.784 -1.367 1.129
9 H 0.217 3.207 -1.454
10 H -2.930 -0.804 -1.603
11 H 1.005 -2.127 1.834
12 H -2.470 0.843 0.966
13 H 2.698 -0.712 1.321
14 H 0.055 0.651 -2.505
15 H -0.998 -2.276 1.497
16 H 2.658 1.228 -0.001


Record 8
This record from the Open Molecules 2025 dataset describes a molecular structure, C4H8O3 at a distorted geometry. The level of theory is the ωB97M-V functional and the def2-TZVPD basis.

* multiplicity: 1
* lowest unoccupied orbital energy: 0.830 eV
* calculated total energy: -382.80371 hartree
* energy relative to the best compared isomer or geometry (same formula, charge and spin): 101.1 kcal per mole
* charge: 0
* gap between HOMO and LUMO: 10.21 eV

CARTESIAN COORDINATES (ANGSTROEM)
1 O -2.609 1.073 0.402
2 O -1.321 -0.715 -0.894
3 O -0.470 1.648 1.005
4 C -1.783 1.804 0.937
5 C 0.386 0.268 0.496
6 C 1.732 -1.431 -0.561
7 C 0.009 -0.357 -0.792
8 H 1.911 -1.775 -1.577
9 H 0.389 -0.072 -1.753
10 H -1.910 -0.059 -0.388
11 H 0.103 -0.314 1.356
12 H -2.163 2.734 1.416
13 H 2.718 -0.958 -0.253
14 H 1.466 0.387 0.471
15 H 1.543 -2.233 0.134